1.
The following is a DFT calculation (ωB97M-V/def2-TZVPD) of CH2BrIO2S in the gas phase.

Positions of all 8 atoms, in Å:
C -0.59 0.76 0.33
O 0.46 -1.58 0.94
O 0.20 -1.07 -1.47
S 0.42 -0.68 -0.14
Br 2.56 0.31 -0.22
I -2.38 -0.18 -0.23
H -0.48 1.03 1.32
H -0.19 1.41 -0.53

The net charge is 0. The energy above the lowest of the compared OMol25 structures with the same formula, charge and spin comes out at 0.789 eV. As for the HOMO energy: -10.28 eV. The energy comes out at -94141.2154 eV.

***

2.
The following is a DFT calculation (ωB97M-V/def2-TZVPD) of a molecular structure, C44H30N8O2Se2V.

Positions of all 87 atoms, in Å:
V 0.02 0.61 0.13
O -5.54 3.19 3.58
C -4.37 3.46 3.89
O -3.86 4.17 4.77
C -3.31 2.76 2.97
C -1.96 2.97 3.18
C -1.05 2.28 2.40
N -1.46 1.45 1.43
C -2.76 1.28 1.19
C -3.72 1.92 1.95
C -3.04 0.42 0.02
C -4.32 0.05 -0.35
C -4.50 -0.68 -1.52
C -3.40 -1.01 -2.28
C -2.15 -0.63 -1.83
N -1.96 0.06 -0.70
C 0.42 2.42 2.52
C 1.02 3.19 3.52
C 2.40 3.29 3.55
C 3.15 2.63 2.60
C 2.50 1.88 1.64
N 1.17 1.78 1.60
H -1.69 3.67 3.96
H -4.79 1.81 1.80
H -5.17 0.34 0.26
H -5.50 -0.98 -1.83
H -3.49 -1.58 -3.20
H -1.25 -0.91 -2.36
H 0.41 3.69 4.26
H 2.87 3.89 4.32
H 4.23 2.70 2.59
H 3.02 1.33 0.87
C 2.27 -2.86 2.51
C 1.44 -1.79 2.17
N 1.44 -1.20 0.99
C 2.35 -1.63 0.07
C 3.18 -2.75 0.30
C 3.12 -3.37 1.57
C 4.05 -3.21 -0.72
C 4.07 -2.54 -1.91
C 3.30 -1.38 -2.12
C 2.47 -0.87 -1.14
N 1.72 0.27 -1.19
C 2.06 1.36 -1.93
C 3.27 1.64 -2.56
C 3.48 2.80 -3.32
C 2.50 3.74 -3.49
C 1.28 3.56 -2.81
C 0.24 4.51 -2.87
C -0.89 4.34 -2.13
C -0.99 3.21 -1.31
N -0.05 2.29 -1.25
C 1.08 2.42 -2.00
H 2.21 -3.28 3.51
H 0.75 -1.42 2.91
H 3.76 -4.21 1.78
H 4.67 -4.07 -0.54
H 4.71 -2.89 -2.71
H 3.38 -0.88 -3.08
H 4.09 0.93 -2.48
H 4.45 2.93 -3.79
H 2.65 4.62 -4.10
H 0.37 5.39 -3.50
H -1.70 5.05 -2.15
H -1.85 3.06 -0.67
Se 0.00 -4.42 -0.01
Se -2.27 -3.94 -0.08
C -2.47 -2.74 1.42
C -3.72 -2.77 2.05
C -3.93 -1.91 3.11
C -2.89 -1.10 3.53
C -1.69 -1.17 2.85
N -1.47 -1.95 1.78
C 0.51 -4.01 -1.83
C 1.30 -4.94 -2.48
C 1.68 -4.69 -3.79
C 1.25 -3.52 -4.40
C 0.47 -2.65 -3.66
N 0.10 -2.88 -2.40
H -4.48 -3.46 1.71
H -4.89 -1.88 3.61
H -3.00 -0.41 4.36
H -0.88 -0.52 3.14
H 1.58 -5.86 -1.98
H 2.30 -5.40 -4.32
H 1.52 -3.28 -5.42
H 0.12 -1.72 -4.10

The net charge is 0. The energy above the lowest of the compared OMol25 structures with the same formula, charge and spin comes out at 0.000 eV. As for the HOMO energy (alpha / beta): -6.59 / -7.04 eV. The energy comes out at -218515.3305 eV. The spin multiplicity is 4.